Here is an isolated molecule of C6H12N2 at a distorted geometry from the Open Molecules 2025 dataset. Energies are from ωB97M-V/def2-TZVPD.

Net charge: 0
Lowest unoccupied orbital energy, hartree: 0.0324
Energy relative to the best compared isomer or geometry (same formula, charge and spin), kJ/mol: 212.5
Total energy, Ha: -345.24694
Multiplicity: 1
Kohn-Sham gap, eV: 7.09
Structure (SMILES): C/C=C/C(C)=C(N)N

Last columns: bonded neighbours and bond lengths (Å).
Atoms and positions in Å:
1 N 0.123 -1.930 1.096  C3 1.374, H14 1.019, H16 1.016
2 N 1.110 -1.981 -0.988  C3 1.380, H12 1.020, H13 1.018
3 C 0.706 -1.210 0.082  N1 1.374, N2 1.380, C4 1.355
4 C 0.924 0.127 0.108  C3 1.355, C7 1.459, C8 1.510
5 C -1.460 0.704 0.514  C6 1.499, C7 1.343, H11 1.087
6 C -2.682 1.470 0.106  C5 1.499, H9 1.097, H15 1.092, H18 1.097
7 C -0.225 1.027 0.096  C4 1.459, C5 1.343, H20 1.093
8 C 2.219 0.727 -0.386  C4 1.510, H10 1.093, H17 1.098, H19 1.096
9 H -2.465 2.202 -0.681  C6 1.097
10 H 2.364 0.578 -1.459  C8 1.093
11 H -1.634 -0.101 1.222  C5 1.087
12 H 1.143 -1.399 -1.825  N2 1.020
13 H 0.408 -2.705 -1.130  N2 1.018
14 H 0.213 -1.428 1.978  N1 1.019
15 H -3.120 1.996 0.958  C6 1.092
16 H 0.569 -2.840 1.164  N1 1.016
17 H 3.066 0.279 0.151  C8 1.098
18 H -3.429 0.772 -0.291  C6 1.097
19 H 2.270 1.802 -0.180  C8 1.096
20 H -0.101 1.912 -0.533  C7 1.093

Results of the Löwdin charge analysis, in e, for atoms 1 through 2:
1. N 0.124
2. N 0.125